C5H6BiLiO4 as an isolated structure, computed with the ωB97M-V functional and the def2-TZVPD basis.

## Properties
**Frontier orbital gap (alpha / beta)**: 0.0953 / 0.3954 Eh
**Net charge**: +3
**HOMO energy (alpha / beta)**: -18.176 / -23.553 eV
**Energy relative to the best compared isomer or geometry (same formula, charge and spin)**: 0.00 kcal/mol
**Lowest unoccupied orbital energy (alpha / beta)**: -15.58 / -12.79 eV
**Spin multiplicity**: 2

Last column: Mulliken spin population.
Atoms and positions in Å:
O: 3.54 0.73 0.44  0.015
C: 2.41 0.69 0.87  0.022
O: 1.89 0.54 1.97  -0.052
O: 1.41 0.79 -0.27  0.001
C: 0.18 0.71 -0.02  -0.012
C: -0.81 0.40 -1.04  0.007
Li: 5.32 0.66 0.94  0.001
H: -0.13 0.77 1.03  0.016
H: -0.39 0.49 -2.04  -0.001
H: -1.53 1.23 -0.93  -0.003
Bi: 2.09 -0.20 3.90  2.003
C: -1.50 -1.00 -0.81  -0.120
C: -3.01 -0.97 -0.88  0.022
O: -3.70 -1.34 0.04  -0.819
H: -1.20 -1.51 0.10  -0.001
H: -3.44 -0.33 -1.68  -0.084
H: -1.16 -1.66 -1.62  0.005


One molecule with the formula C21H33N5O3, computed with the ωB97M-V functional and the def2-TZVPD basis.

## Properties
**Frontier orbital gap**: 0.3576 Eh
**Structure (SMILES)**: COC[C@@H]1CN(C(=O)[C@H]2CCC23CCC3)CCN1C(=O)Cc1nncn1C(C)C
**HOMO energy**: -9.079 eV
**Energy relative to the best compared isomer or geometry (same formula, charge and spin)**: 0.22 kcal/mol
**Lowest unoccupied orbital energy**: 0.65 eV

Last column: natural (NBO) charge in e.
Atoms and positions in Å:
C: -1.22 -3.56 -3.77  -0.246
O: -0.58 -3.02 -2.63  -0.561
C: -0.42 -3.98 -1.62  -0.078
C: 0.47 -3.43 -0.51  -0.073
C: 0.26 -4.23 0.78  -0.226
N: -1.05 -3.94 1.34  -0.449
C: -2.01 -4.92 1.37  0.700
O: -1.74 -6.07 1.06  -0.638
C: -3.40 -4.49 1.78  -0.316
C: -4.23 -3.53 0.89  -0.394
C: -5.49 -4.28 1.38  -0.390
C: -4.59 -5.49 1.71  0.005
C: -4.56 -6.66 0.70  -0.406
C: -4.39 -7.64 1.88  -0.395
C: -4.83 -6.51 2.84  -0.408
C: -1.25 -2.53 1.62  -0.223
C: -1.08 -1.72 0.34  -0.233
N: 0.22 -2.02 -0.26  -0.443
C: 1.11 -1.01 -0.45  0.703
O: 0.87 0.14 -0.13  -0.645
C: 2.43 -1.33 -1.15  -0.547
C: 2.27 -1.88 -2.54  0.350
N: 2.59 -3.08 -2.92  -0.316
N: 2.27 -3.20 -4.24  -0.290
C: 1.77 -2.05 -4.61  0.146
N: 1.76 -1.17 -3.58  -0.362
C: 1.21 0.19 -3.56  -0.042
C: -0.31 0.16 -3.60  -0.614
C: 1.81 1.02 -4.68  -0.611
H: -1.36 -2.74 -4.48  0.188
H: -0.60 -4.33 -4.23  0.186
H: -2.20 -3.98 -3.51  0.167
H: -1.40 -4.28 -1.23  0.170
H: 0.06 -4.89 -2.03  0.195
H: 1.51 -3.55 -0.83  0.248
H: 0.32 -5.30 0.58  0.255
H: 1.03 -3.96 1.50  0.199
H: -3.36 -4.09 2.80  0.220
H: -4.17 -2.46 1.08  0.202
H: -4.05 -3.72 -0.17  0.206
H: -5.89 -3.82 2.29  0.201
H: -6.30 -4.45 0.67  0.206
H: -5.54 -6.76 0.23  0.194
H: -3.78 -6.66 -0.06  0.225
H: -4.99 -8.54 1.87  0.198
H: -3.34 -7.90 2.02  0.223
H: -4.26 -6.37 3.75  0.202
H: -5.89 -6.57 3.09  0.203
H: -2.23 -2.36 2.05  0.222
H: -0.50 -2.21 2.35  0.200
H: -1.87 -1.97 -0.37  0.199
H: -1.11 -0.65 0.55  0.253
H: 2.99 -0.40 -1.16  0.252
H: 3.01 -2.06 -0.59  0.257
H: 1.43 -1.81 -5.60  0.205
H: 1.52 0.62 -2.60  0.228
H: -0.71 1.16 -3.48  0.219
H: -0.65 -0.24 -4.56  0.200
H: -0.70 -0.48 -2.81  0.236
H: 1.46 2.05 -4.61  0.222
H: 2.90 1.02 -4.63  0.221
H: 1.51 0.64 -5.66  0.205


C12H3Cl6O2STl as an isolated structure, computed with the ωB97M-V functional and the def2-TZVPD basis.

## Properties
**Frontier orbital gap**: 0.1876 Eh
**Net charge**: -2
**HOMO energy**: -0.606 eV
**Energy relative to the best compared isomer or geometry (same formula, charge and spin)**: 13.21 kcal/mol
**Lowest unoccupied orbital energy**: 4.50 eV

Last column: natural (NBO) charge in e.
Atoms and positions in Å:
Tl: 0.32 -2.33 -2.01  0.700
Cl: 4.92 0.36 2.67  -0.034
C: 4.22 -0.21 1.22  -0.125
C: 5.02 -0.09 0.01  -0.170
Cl: 6.66 0.34 -0.01  -0.006
C: 4.38 -0.41 -1.22  -0.205
Cl: 5.11 -0.09 -2.75  -0.038
C: 3.03 -0.93 -1.24  0.303
O: 2.38 -1.16 -2.33  -0.828
C: 2.28 -1.27 0.09  0.360
O: 1.20 -1.91 0.03  -0.801
C: 2.91 -0.73 1.30  -0.219
Cl: 2.04 -0.77 2.79  -0.029
Cl: -1.99 -1.64 0.49  0.057
C: -2.88 -0.25 0.30  -0.124
C: -3.94 -0.12 1.19  -0.224
C: -4.85 0.94 1.12  -0.292
C: -4.60 1.88 0.14  -0.231
C: -3.56 1.73 -0.83  -0.112
Cl: -3.72 2.63 -2.27  -0.019
C: -2.62 0.69 -0.75  -0.209
S: -1.23 0.63 -1.68  -0.340
H: -4.11 -0.93 1.95  0.200
H: -5.69 1.02 1.85  0.194
H: -5.28 2.63 -0.05  0.192


A 26-piece molecular cluster, C41H82Cl50N3O3 overall, computed with the ωB97M-V functional and the def2-TZVPD basis.

## Properties
**Frontier orbital gap**: 0.3315 Eh
**Net charge**: +1
**HOMO energy**: -11.209 eV
**Lowest unoccupied orbital energy**: -2.19 eV

Last column: Löwdin charge in e.
Atoms and positions in Å:
C: -1.44 3.66 -0.94  -0.095
O: -2.11 2.66 -0.20  -0.201
C: -2.16 2.95 1.19  -0.229
C: -3.12 1.99 1.91  -0.165
C: -3.40 0.70 1.15  -0.201
C: -2.26 -0.32 1.16  -0.194
C: -2.20 -1.20 2.42  -0.175
C: -1.26 -0.66 3.49  -0.150
C: 0.24 -0.90 3.20  -0.291
C: 0.63 -2.38 3.23  -0.125
N: 2.10 -2.54 2.90  0.143
C: 2.75 -1.42 3.26  -0.368
N: 3.62 -0.78 2.51  0.154
C: 4.03 -1.21 1.17  -0.150
C: 3.17 -0.60 0.05  -0.146
C: 3.19 -1.49 -1.20  -0.145
C: 1.98 -1.34 -2.12  -0.147
O: 0.75 -1.06 -1.44  -0.027
C: 0.33 -2.03 -0.61  -0.353
O: 0.25 -3.20 -0.89  0.091
N: 2.40 -0.89 4.49  0.079
C: 1.06 -0.20 4.31  -0.094
H: -0.86 4.33 -0.29  0.084
H: -0.75 3.20 -1.65  0.084
H: -2.15 4.28 -1.48  0.087
H: -1.14 2.89 1.60  0.117
H: -2.52 3.97 1.34  0.104
H: -4.05 2.51 2.10  0.075
H: -2.70 1.78 2.90  0.095
H: -4.30 0.23 1.56  0.094
H: -3.65 0.94 0.12  0.109
H: -1.30 0.15 0.96  0.102
H: -2.43 -0.99 0.31  0.112
H: -3.20 -1.33 2.85  0.120
H: -1.87 -2.20 2.12  0.047
H: -1.45 -1.06 4.49  0.121
H: -1.38 0.42 3.51  0.104
H: 0.44 -0.42 2.24  0.123
H: 0.07 -3.09 2.62  0.050
H: 0.51 -2.71 4.26  0.068
H: 2.24 -2.79 1.93  0.130
H: 3.98 0.09 2.89  0.091
H: 5.06 -0.89 1.01  0.093
H: 4.01 -2.30 1.13  0.116
H: 2.16 -0.40 0.39  0.098
H: 3.61 0.36 -0.20  0.126
H: 4.07 -1.25 -1.80  0.123
H: 3.26 -2.54 -0.90  0.113
H: 1.86 -2.25 -2.70  0.116
H: 2.12 -0.54 -2.85  0.133
H: 0.03 -1.65 0.37  0.115
H: 2.24 -1.67 5.12  0.110
H: 1.27 0.84 4.08  0.124
H: 0.53 -0.30 5.25  0.130
C: -7.16 3.68 1.73  -1.029
Cl: -7.26 4.22 3.42  0.536
Cl: -6.83 1.95 1.61  0.542
H: -8.10 3.90 1.24  -0.008
H: -6.35 4.20 1.25  -0.046
C: -1.36 -5.76 3.38  -0.997
Cl: -2.01 -4.81 4.72  0.530
Cl: -1.44 -4.88 1.84  0.582
H: -0.32 -5.99 3.59  -0.070
H: -1.95 -6.67 3.28  0.028
C: 1.97 3.11 -7.40  -1.060
Cl: 2.11 4.87 -7.54  0.504
Cl: 3.12 2.45 -6.23  0.489
H: 0.97 2.86 -7.08  -0.009
H: 2.18 2.67 -8.37  0.006
C: -6.65 5.92 -1.75  -0.987
Cl: -6.74 6.43 -0.06  0.524
Cl: -6.38 4.18 -1.89  0.522
H: -7.59 6.17 -2.23  0.019
H: -5.83 6.44 -2.23  0.027
C: -4.03 5.98 3.81  -1.033
Cl: -2.49 5.34 4.41  0.498
Cl: -3.81 7.05 2.42  0.505
H: -4.65 5.14 3.51  -0.035
H: -4.51 6.54 4.60  0.028
C: -9.75 7.12 4.11  -1.023
Cl: -11.32 7.15 4.92  0.514
Cl: -9.87 7.69 2.44  0.498
H: -9.07 7.77 4.65  0.027
H: -9.38 6.10 4.10  -0.021
C: 0.41 -5.23 -4.50  -1.007
Cl: 0.33 -4.21 -5.95  0.542
Cl: 1.53 -6.58 -4.72  0.531
H: 0.76 -4.62 -3.68  0.014
H: -0.58 -5.62 -4.30  -0.016
C: 3.92 -3.55 -6.39  -1.023
Cl: 4.02 -1.79 -6.49  0.486
Cl: 5.06 -4.21 -5.20  0.494
H: 2.92 -3.83 -6.09  -0.053
H: 4.15 -3.96 -7.36  0.011
C: -11.79 6.01 -0.87  -1.008
Cl: -10.26 5.40 -0.23  0.486
Cl: -11.54 7.06 -2.27  0.512
H: -12.39 5.16 -1.18  0.027
H: -12.29 6.57 -0.09  0.015
C: 6.48 1.56 4.79  -1.002
Cl: 4.84 2.13 4.41  0.531
Cl: 6.79 0.01 4.00  0.492
H: 7.19 2.30 4.42  -0.059
H: 6.57 1.44 5.86  -0.019
C: 3.41 -4.89 6.09  -1.005
Cl: 1.70 -4.75 5.63  0.543
Cl: 4.21 -6.24 5.29  0.528
H: 3.91 -3.97 5.81  0.012
H: 3.46 -5.04 7.17  0.031
C: 0.81 -8.60 1.91  -0.993
Cl: 0.62 -7.94 0.28  0.519
Cl: 1.61 -7.44 2.99  0.515
H: -0.16 -8.83 2.31  0.026
H: 1.43 -9.49 1.86  0.028
C: -0.95 2.85 -9.93  -1.008
Cl: -1.26 3.97 -8.60  0.519
Cl: -0.75 1.19 -9.36  0.502
H: -1.78 2.89 -10.62  0.025
H: -0.03 3.16 -10.42  0.026
C: 7.09 5.77 4.87  -1.005
Cl: 6.80 7.05 3.69  0.527
Cl: 8.17 4.52 4.24  0.545
H: 7.55 6.21 5.76  0.028
H: 6.14 5.31 5.12  0.016
C: -3.31 -2.71 -5.10  -1.016
Cl: -3.71 -1.59 -3.79  0.510
Cl: -3.13 -4.37 -4.51  0.505
H: -4.10 -2.69 -5.83  0.030
H: -2.37 -2.41 -5.54  0.011
C: 7.86 -3.22 0.65  -0.996
Cl: 7.45 -2.08 1.95  0.483
Cl: 7.96 -2.45 -0.92  0.527
H: 8.83 -3.65 0.89  0.030
H: 7.10 -3.99 0.61  0.026
C: 7.92 0.38 -3.74  -1.035
Cl: 6.29 0.78 -4.31  0.496
Cl: 8.45 -1.21 -4.32  0.508
H: 8.62 1.12 -4.12  -0.063
H: 7.92 0.37 -2.66  0.010
C: -4.29 -7.27 6.77  -1.036
Cl: -6.00 -7.07 6.38  0.512
Cl: -3.58 -8.67 5.94  0.492
H: -3.75 -6.38 6.46  -0.026
H: -4.19 -7.42 7.84  0.026
C: -14.39 9.15 3.74  -1.050
Cl: -14.57 8.15 2.29  0.487
Cl: -15.39 10.61 3.66  0.511
H: -14.69 8.57 4.60  0.022
H: -13.35 9.45 3.82  0.006
C: 11.33 2.68 -3.97  -0.986
Cl: 10.93 1.23 -4.90  0.543
Cl: 10.65 2.62 -2.34  0.513
H: 12.41 2.76 -3.89  0.027
H: 10.92 3.55 -4.48  0.030
C: 7.45 -2.20 6.94  -1.033
Cl: 7.60 -0.50 7.41  0.533
Cl: 8.71 -3.20 7.66  0.533
H: 6.49 -2.56 7.28  0.018
H: 7.53 -2.26 5.86  -0.004
C: -6.79 1.09 6.41  -1.018
Cl: -5.46 2.26 6.27  0.482
Cl: -7.47 0.68 4.84  0.494
H: -6.41 0.19 6.87  0.022
H: -7.57 1.53 7.02  0.026
C: 7.48 -0.73 -7.84  -1.052
Cl: 8.85 0.38 -8.03  0.504
Cl: 7.13 -1.61 -9.33  0.511
H: 7.73 -1.45 -7.07  -0.017
H: 6.61 -0.16 -7.55  0.002
C: -1.84 -7.27 -6.86  -1.050
Cl: -1.81 -8.71 -7.88  0.524
Cl: -2.80 -5.97 -7.57  0.488
H: -2.28 -7.54 -5.91  0.025
H: -0.82 -6.93 -6.73  -0.018
C: 3.62 -1.40 -10.90  -1.015
Cl: 3.31 -0.30 -9.54  0.479
Cl: 3.79 -3.08 -10.38  0.505
H: 2.79 -1.34 -11.59  0.025
H: 4.54 -1.09 -11.37  0.017